67
Properties=species:S:1:pos:R:3:forces:R:3 method="wB97M-V/def2-TZVPD" largest_force_ev_per_a=4.0 charge=-1 spin_multiplicity=3 energy_ev=-181505.7581
Sb 3.21496 1.29612 0.31478 0.493 -0.484 -0.879
Se 0.66206 1.29612 2.64928 -0.019 -0.290 0.719
Ni 0.66206 1.29612 0.31478 0.744 -0.245 -1.234
S 1.36516 3.39232 0.31478 -1.127 1.907 1.990
S -1.13864 2.57902 0.31478 -2.929 0.114 -0.641
S -0.63694 5.29522 1.26858 -0.486 1.689 0.785
S -1.11844 0.00202 0.31478 -1.877 -3.478 0.019
N 0.68626 0.18142 5.16328 -0.001 -0.247 0.478
N -0.49554 -1.53508 -1.82622 0.206 0.064 -0.262
N -1.59224 0.46852 -2.19102 -0.314 0.406 -0.033
N 0.63786 2.41082 5.16328 0.039 -0.031 0.559
C -1.10914 -4.99108 -2.77332 -0.121 -0.053 -0.192
C 0.09216 -2.65218 -1.09862 -0.125 0.165 0.315
C -0.16864 3.85362 0.67328 -0.523 1.554 0.313
C 3.25046 3.05402 -0.94612 2.575 0.083 -1.986
C 0.66206 1.29612 4.40088 -0.061 0.029 -1.617
C -1.05134 -0.40778 -1.30132 -0.593 -0.270 -0.548
C 0.64706 1.98652 6.44318 0.050 -1.648 2.134
C -0.94804 -3.65728 -0.59952 -0.315 -0.031 0.078
C -4.69714 -0.12208 -2.57332 -0.207 0.251 0.178
C 3.25266 -0.08938 -1.34672 0.473 -0.153 -0.599
C 5.36116 1.26352 0.58478 1.120 -0.054 0.044
C -4.17584 -0.02818 -3.99852 -0.032 -0.325 0.018
C -1.65854 0.41082 -3.63992 0.280 -0.495 0.466
C 0.60766 3.79962 4.71308 -0.054 0.274 -0.500
C 0.71646 -1.20738 4.71308 -0.019 -0.070 -0.379
C 0.67706 0.60582 6.44318 -0.035 1.595 2.352
C -1.85864 -4.24268 -1.68302 0.068 -0.057 0.170
C -2.73934 -0.52898 -4.17682 -0.176 0.295 -0.537
H -0.18494 -1.42248 4.10168 0.623 0.181 0.219
H 1.50906 4.01462 4.10168 -0.673 -0.160 0.202
H 0.63306 2.63022 7.31328 -0.002 0.008 -0.292
H -0.48494 -4.31638 -3.36652 0.026 -0.109 0.028
H -5.77384 0.07652 -2.55612 0.086 -0.042 0.049
H 0.67256 -2.26948 -0.25272 -0.157 0.079 -0.157
H 3.45736 3.94832 -0.32362 0.208 -0.604 -0.832
H 1.62636 -1.38308 4.10168 -0.627 0.156 0.227
H 2.26826 -0.07908 -1.85692 0.550 0.004 0.409
H -2.46544 -3.45058 -2.13542 0.037 0.007 0.090
H 5.66076 2.09102 1.25968 -0.148 -0.486 -0.342
H -4.53164 -1.12008 -2.15552 0.039 0.114 0.011
H -2.64214 -1.52888 -3.74052 0.020 0.060 0.074
H 5.86276 1.38812 -0.39582 -0.198 -0.058 0.487
H 2.26596 3.16982 -1.44422 1.508 -0.204 -0.288
H -4.26564 1.00332 -4.35792 0.082 -0.066 -0.031
H -0.30234 3.97532 4.10168 0.679 -0.094 0.160
H 5.66246 0.29412 1.03098 -0.109 0.533 -0.188
H 3.46146 -1.11088 -0.96802 -0.175 0.473 -0.205
H -4.22274 0.61432 -1.92032 -0.034 -0.212 0.031
H 4.04296 2.94772 -1.71472 0.026 -0.092 0.266
H -2.56534 -0.64258 -5.25452 0.081 -0.044 0.060
H -0.42434 -4.47578 -0.09052 0.038 0.034 -0.060
H -1.58504 -3.18218 0.15558 0.212 0.106 -0.071
H 0.80106 -3.13648 -1.77822 -0.068 0.069 0.055
H -1.82804 1.43222 -3.99732 0.034 -0.164 0.038
H 0.69106 -0.03798 7.31328 -0.003 -0.004 -0.281
H 4.04416 0.20722 -2.06382 -0.287 -0.259 0.238
H -0.47054 -5.77108 -2.34712 0.006 0.075 -0.062
H -4.82704 -0.63968 -4.63532 0.082 0.094 -0.030
H 0.73156 -1.89938 5.58218 -0.015 0.716 -0.360
H -0.67794 0.09362 -4.01152 0.007 0.080 -0.163
H -1.81914 -5.46948 -3.45572 0.147 0.010 0.000
H 0.59256 4.49162 5.58208 0.020 -0.719 -0.356
H -0.59754 -1.67528 -2.81842 0.042 0.088 0.032
H -2.56144 -4.93528 -1.20422 0.022 0.130 -0.031
H -1.99104 1.28962 -1.74882 0.301 -0.091 0.058
H 1.13116 -0.14758 0.31478 0.588 -0.106 -0.196

---

139
Properties=species:S:1:pos:R:3:forces:R:3 method="wB97M-V/def2-TZVPD" largest_force_ev_per_a=3.7 charge=+1 energy_ev=-215369.5759
S -6.29071 -8.78475 7.87593 0.235 0.057 0.019
S 3.11192 -0.91712 5.25823 0.027 0.128 0.116
S 0.41502 -6.83477 7.55830 0.131 -0.091 -0.247
S -2.29352 1.42763 -4.75139 -0.057 0.037 -0.051
S 3.02844 -7.26347 0.03545 0.089 -0.217 0.262
S 2.73620 -1.91216 -2.56704 0.077 -0.178 -0.044
S -2.06515 8.54856 -5.13791 -0.120 -0.208 0.194
S 0.86090 9.90972 -10.60662 -0.055 -0.042 0.172
S 8.82740 -3.86656 -2.50460 -0.099 0.121 -0.131
O -4.87695 4.66294 2.91482 -2.949 -0.753 2.149
O 1.66044 9.95923 -9.22628 0.050 -0.134 0.118
O -0.96740 -7.12061 7.70127 -0.228 -0.088 0.164
O 7.26576 -3.95287 -2.84213 -0.127 -0.111 -0.147
O -2.21483 2.16953 -3.53114 -0.013 0.061 0.132
O -1.99362 -0.08239 -4.40601 0.194 -0.157 0.128
O 1.82181 -7.41061 1.05150 -0.047 -0.095 0.252
O 2.53153 -2.34494 -3.90330 -0.027 0.262 -0.250
O 0.74093 11.21391 -11.14405 -0.044 0.121 -0.114
O 9.41608 -5.11261 -2.81765 0.055 -0.164 0.026
O -5.15139 -8.30945 6.86503 0.091 -0.115 -0.050
O 1.38710 8.84671 -11.37996 0.112 -0.090 -0.112
O -1.00923 1.70731 -5.62637 0.064 -0.119 -0.082
O 2.65576 0.27985 4.30802 0.106 0.169 -0.076
O 1.96878 -1.52951 5.83587 -0.145 -0.228 0.043
O 8.99842 -3.27053 -1.23052 0.083 0.070 0.146
O -1.53700 7.13961 -4.59717 -0.051 -0.164 -0.023
O -3.45016 1.55391 -5.54978 -0.138 0.088 -0.124
O 2.54653 -7.30548 -1.29625 0.069 0.073 -0.235
O 0.63673 -5.91847 6.27669 0.170 0.141 -0.050
O -2.70856 8.32770 -6.37879 0.000 -0.011 -0.207
O 3.75525 -8.62169 0.38116 -0.039 -0.269 -0.086
O -1.04334 9.51912 -5.00558 0.062 0.184 -0.056
O -7.24255 -7.75071 8.04855 -0.171 0.088 0.063
O -0.54945 9.48987 -9.99035 -0.069 0.127 0.068
O 2.40521 -0.57409 -2.19658 -0.205 0.076 -0.019
O 1.36186 -7.88828 7.51231 -0.001 -0.062 0.022
O 4.07876 -1.69005 4.57352 -0.013 -0.101 -0.149
O 3.83676 -6.17666 0.46714 0.050 0.276 -0.030
O 2.02714 -2.90255 -1.57463 0.051 -0.041 0.434
O -3.15456 8.78479 -3.99992 0.117 0.112 0.192
O -6.69259 -10.09126 7.50662 -0.095 -0.136 -0.089
O 4.23033 -2.22683 -2.16046 0.110 -0.074 0.132
O 3.79431 -0.02654 6.37816 -0.016 0.096 0.135
O -5.37303 -8.83990 9.17804 0.036 0.129 0.098
O 9.19400 -2.78449 -3.61738 0.007 0.131 0.029
O 0.81684 -5.75863 8.64765 -0.042 0.228 0.079
N -0.17478 3.25238 1.07906 0.034 0.040 -0.146
N -0.40379 2.85315 -0.14703 0.003 -0.130 0.478
N 0.54675 2.03838 -0.75996 -0.423 0.836 -0.160
N -3.07937 5.36867 1.59695 0.518 0.006 -0.422
C -8.34465 1.97775 1.20008 -0.005 0.018 -0.032
C -3.98351 -8.81719 8.80930 0.091 -0.211 -0.108
C -7.12294 3.90433 0.22317 -0.138 0.281 -0.039
C 1.51012 -4.65831 8.02355 0.225 -0.015 -0.093
C -2.42034 4.03108 -0.29341 -0.926 0.398 -0.620
C -3.63093 4.38126 -1.05429 -0.309 -0.607 -0.181
C 0.85154 -4.54651 6.66474 -0.145 0.105 0.055
C -5.99552 1.85272 0.42141 0.053 -0.402 0.129
C -2.20230 4.47607 0.96407 -0.920 1.254 1.207
C -5.99826 4.46561 -0.31043 0.062 0.254 -0.083
C -3.95786 -7.93997 7.57760 0.012 0.210 0.082
C -4.02815 4.99524 2.26534 2.378 0.487 -1.713
C 8.09213 -2.56834 -4.51382 -0.020 -0.206 -0.106
C -2.07145 6.85842 -3.30013 0.113 0.147 0.206
C -4.86930 2.41500 -0.11173 0.503 -0.629 -0.008
C 0.98701 -0.12859 1.00893 0.141 0.108 -0.404
C -4.85235 3.72573 -0.47729 0.211 0.806 -0.106
C 2.72007 1.52597 5.02823 -0.127 0.031 0.145
C 0.74142 9.98142 -8.12153 -0.117 0.218 0.009
C -1.48683 3.22783 -0.83831 1.312 -0.960 -0.278
C -7.13595 2.58465 0.60621 -0.337 -0.026 0.155
C -1.06646 4.08114 1.60194 1.244 -0.627 0.177
C -0.41753 9.13619 -8.60428 0.141 -0.194 0.022
C 1.72507 -8.78348 1.49424 -0.046 -0.136 -0.254
C -3.41507 7.56237 -3.29877 -0.153 -0.223 -0.144
C -0.99421 -0.60343 -5.31592 -0.091 0.016 -0.296
C 3.90504 1.34254 5.95494 0.157 0.068 -0.164
C 2.99622 -3.87426 -1.07675 0.152 0.030 -0.308
C -0.09219 0.58943 -5.55266 0.185 -0.067 0.170
C 1.84539 1.95846 -0.12665 0.228 -0.469 0.189
C 4.27321 -3.07066 -0.97695 -0.056 0.011 0.188
C 2.00969 0.98020 1.03103 -0.556 0.016 -0.037
C 6.87655 -2.83323 -3.65216 -0.032 0.220 0.020
C 3.16700 -9.23883 1.54644 0.020 0.082 0.146
H 2.50547 1.65846 -0.91171 0.283 -0.317 -0.689
H -1.49110 -0.93378 -6.22827 -0.005 0.032 0.001
H 1.36094 -1.01942 1.46099 0.188 -0.602 0.511
H -0.19577 8.06895 -8.53728 0.004 0.014 0.019
H -5.98054 0.82729 0.70751 -0.002 -0.680 0.169
H -3.49976 4.00672 -2.05100 0.053 0.074 -0.809
H -0.86310 4.43199 2.58398 0.286 0.149 0.674
H 1.38741 -3.76772 8.62971 -0.124 -0.057 0.132
H -4.01550 -6.88141 7.83474 0.011 -0.009 0.018
H -0.48875 -1.43845 -4.84885 0.007 -0.045 0.208
H 3.87042 1.98898 6.82542 -0.035 -0.107 0.124
H -1.34197 9.35219 -8.08499 -0.146 0.065 -0.136
H 2.17101 2.93674 0.14355 0.021 0.848 0.214
H 8.16542 -3.27278 -5.34352 -0.002 -0.018 0.022
H 4.85412 1.47212 5.43421 -0.008 0.009 -0.021
H -3.09110 -8.11661 6.95351 -0.057 -0.064 -0.146
H 0.13479 1.14774 -0.99248 -0.135 -0.100 -0.080
H 2.67252 -4.25722 -0.12444 -0.283 0.084 0.136
H -4.00931 1.79536 -0.24657 0.558 -0.325 -0.090
H -5.99508 5.48926 -0.60390 -0.089 0.731 -0.154
H 1.96288 1.48352 1.97213 -0.021 0.441 0.649
H 4.29641 -2.43478 -0.09109 -0.030 0.040 -0.051
H 0.05945 0.13732 1.47205 -0.595 0.231 0.448
H 3.27765 -10.31499 1.47203 0.065 -0.025 -0.163
H 8.13231 -1.55160 -4.89138 0.128 0.063 0.096
H -3.39945 -8.41362 9.62926 -0.124 0.052 0.105
H -4.17109 6.99449 -3.84535 0.024 -0.015 0.007
H -1.58824 2.86008 -1.82834 0.185 -0.371 -0.753
H 1.78718 1.66604 5.57694 0.026 -0.015 0.024
H -8.70678 2.56726 2.01641 -0.254 0.350 0.590
H -9.13135 1.92137 0.47707 -0.583 -0.069 -0.502
H 5.16568 -3.68711 -1.00747 0.064 0.027 -0.185
H 2.86113 2.33900 4.32309 0.016 -0.086 -0.153
H 1.23974 -8.81124 2.45721 -0.121 0.177 0.217
H 1.14120 -9.34672 0.76537 0.029 0.003 -0.007
H 5.99507 -3.09726 -4.22770 -0.028 -0.147 0.045
H -3.65836 -9.83559 8.59034 -0.003 0.011 -0.017
H -0.11506 -4.04514 6.72010 -0.002 0.015 0.030
H 6.64932 -1.99222 -2.99727 0.025 0.061 -0.048
H -7.98928 4.50896 0.35088 -0.636 0.352 0.100
H -1.39763 7.27125 -2.54518 -0.035 0.016 0.004
H 3.67960 -8.87380 2.43641 0.007 0.035 -0.021
H 0.76305 -0.38595 -0.00797 -0.088 -0.480 -0.641
H -3.77215 5.44443 -1.05819 -0.027 0.645 -0.076
H 0.43885 11.01205 -7.92994 -0.015 -0.006 -0.007
H -8.13985 0.98903 1.54776 0.053 -0.688 0.298
H 3.08493 -4.68300 -1.79945 -0.077 -0.032 -0.004
H 1.22781 9.57461 -7.24130 0.141 -0.050 -0.058
H 2.56877 -4.90863 7.94483 -0.010 -0.014 -0.019
H 0.46459 0.52875 -6.48136 -0.080 0.109 -0.089
H 1.47936 -4.05183 5.93221 0.029 -0.133 -0.099
H 2.98265 0.54329 0.96374 0.763 -0.179 -0.099
H -3.77820 7.79420 -2.30190 0.030 0.192 -0.004
H -2.15182 5.78255 -3.17361 0.017 -0.058 -0.188
H 0.59194 0.75122 -4.71835 -0.010 0.002 -0.006